{"formula": "C48H36LiNO3P2STe4", "method": "ωB97M-V with the def2-TZVPD basis set", "molar_mass_g_mol": 1286.2, "total_charge": -2, "orbital_gap_ev": 4.42, "de_lowest_ev": 1.861, "homo_energy_ev": -0.59, "lumo_energy_ev": 3.832, "symbols": ["Li", "O", "S", "C", "C", "C", "C", "C", "C", "C", "C", "C", "C", "P", "C", "C", "C", "C", "C", "C", "C", "C", "C", "C", "C", "C", "C", "C", "C", "C", "C", "C", "C", "C", "C", "C", "C", "C", "P", "C", "C", "C", "C", "C", "C", "C", "C", "C", "C", "C", "C", "C", "C", "H", "H", "H", "H", "H", "H", "H", "H", "H", "H", "H", "H", "H", "H", "H", "H", "H", "H", "H", "H", "H", "H", "H", "H", "H", "H", "H", "H", "H", "H", "H", "H", "H", "H", "H", "H", "Te", "Te", "Te", "Te", "O", "N", "O"], "coordinates": [[-0.201, -0.056, -2.208], [0.837, 0.507, -0.838], [0.230, 0.689, 0.608], [1.552, 0.622, 1.737], [1.422, 1.415, 2.870], [2.437, 1.556, 3.830], [3.629, 0.921, 3.617], [4.928, 0.933, 4.391], [5.865, -0.022, 3.601], [5.023, -0.528, 2.451], [5.287, -1.418, 1.451], [4.268, -1.708, 0.521], [3.016, -1.124, 0.539], [1.730, -1.735, -0.657], [2.572, -1.271, -2.224], [2.319, -1.999, -3.390], [2.836, -1.592, -4.609], [3.610, -0.444, -4.690], [3.857, 0.295, -3.543], [3.348, -0.117, -2.321], [2.176, -3.557, -0.576], [1.370, -4.249, 0.331], [1.447, -5.626, 0.470], [2.331, -6.348, -0.320], [3.133, -5.681, -1.234], [3.057, -4.300, -1.361], [2.740, -0.151, 1.543], [3.758, 0.084, 2.493], [-0.922, 3.563, -0.018], [-0.072, 4.487, 0.567], [-0.319, 5.092, 1.811], [-1.476, 4.792, 2.481], [-2.024, 5.221, 3.824], [-3.432, 4.568, 3.893], [-3.484, 3.631, 2.707], [-4.412, 2.703, 2.316], [-4.132, 1.923, 1.181], [-2.998, 2.098, 0.403], [-2.606, 0.810, -0.849], [-4.036, 0.927, -2.017], [-3.659, 1.413, -3.312], [-4.421, 1.093, -4.455], [-5.646, 0.409, -4.277], [-6.040, 0.017, -3.029], [-5.211, 0.234, -1.898], [-3.016, -0.724, 0.093], [-2.631, -0.856, 1.431], [-2.599, -2.095, 2.049], [-2.926, -3.244, 1.343], [-3.315, -3.133, 0.017], [-3.351, -1.892, -0.599], [-2.091, 3.158, 0.706], [-2.345, 3.843, 1.914], [0.506, 1.988, 2.978], [2.278, 2.193, 4.694], [4.785, 0.590, 5.420], [5.339, 1.944, 4.443], [6.213, -0.849, 4.225], [6.748, 0.506, 3.234], [6.246, -1.918, 1.367], [4.482, -2.436, -0.250], [1.696, -2.881, -3.340], [2.613, -2.162, -5.503], [4.003, -0.118, -5.646], [4.423, 1.216, -3.602], [3.534, 0.485, -1.441], [0.655, -3.676, 0.915], [0.805, -6.141, 1.176], [2.381, -7.428, -0.239], [3.817, -6.242, -1.861], [3.685, -3.799, -2.090], [0.839, 4.740, 0.035], [0.401, 5.794, 2.218], [-2.076, 6.307, 3.934], [-1.386, 4.841, 4.627], [-4.213, 5.331, 3.814], [-3.592, 4.039, 4.835], [-5.315, 2.530, 2.891], [-4.822, 1.131, 0.915], [-2.941, 2.221, -3.385], [-4.177, 1.547, -5.406], [-6.256, 0.181, -5.143], [-6.980, -0.505, -2.896], [-5.514, -0.179, -0.945], [-2.365, 0.025, 1.999], [-2.301, -2.166, 3.089], [-2.872, -4.217, 1.817], [-3.579, -4.020, -0.547], [-3.653, -1.841, -1.637], [1.663, 3.901, -2.662], [-0.676, 2.868, -1.959], [-2.453, -0.515, -4.059], [-0.506, 0.809, -5.237], [-1.426, -2.594, -4.137], [-0.817, -2.817, -3.049], [-0.599, -1.815, -2.358]], "forces_ev_per_angstrom": [[0.173, 0.710, -0.129], [0.649, -0.201, 0.611], [-0.122, -0.336, 0.012], [-0.120, 0.258, -0.063], [-0.090, -0.105, -0.163], [0.183, -0.140, 0.103], [-0.119, 0.066, 0.060], [-0.062, 0.029, 0.025], [0.011, -0.056, 0.027], [0.007, -0.002, -0.150], [0.128, 0.035, 0.148], [-0.187, 0.106, -0.054], [0.143, -0.185, -0.098], [0.429, -0.305, 0.356], [-0.052, -0.098, -0.120], [-0.002, 0.133, 0.068], [0.040, -0.089, -0.071], [0.025, -0.016, -0.003], [0.042, 0.007, -0.035], [-0.009, 0.016, 0.010], [-0.154, 0.013, -0.039], [0.049, -0.008, 0.007], [0.054, -0.031, 0.024], [-0.015, -0.077, -0.004], [0.065, -0.023, -0.040], [-0.006, 0.006, 0.072], [0.257, 0.179, 0.300], [-0.073, -0.039, -0.070], [-0.237, 0.230, 0.578], [0.078, -0.292, -0.424], [-0.361, 0.023, 0.438], [0.266, 0.101, -0.076], [0.042, 0.014, -0.019], [-0.057, 0.002, 0.069], [-0.051, 0.007, -0.080], [0.026, 0.146, 0.304], [0.241, 0.153, -0.323], [-0.301, 0.053, 0.083], [-0.971, -0.449, 0.790], [0.135, -0.193, -0.105], [-1.127, 1.006, -0.179], [-0.485, 0.738, 0.682], [-0.073, -0.095, -0.118], [-0.005, 0.014, 0.012], [-0.051, 0.178, -0.095], [0.179, -0.169, 0.017], [-0.206, 0.091, -0.040], [-0.014, -0.074, 0.070], [-0.021, 0.004, -0.002], [-0.021, -0.072, 0.053], [-0.141, 0.039, -0.004], [0.104, 0.131, 0.389], [-0.061, -0.209, -0.228], [0.039, 0.073, -0.049], [-0.005, 0.038, -0.020], [0.024, 0.019, -0.004], [0.034, -0.028, 0.037], [0.053, 0.027, -0.005], [0.019, -0.045, 0.014], [0.010, 0.009, 0.003], [0.022, -0.012, -0.001], [-0.016, -0.060, -0.048], [-0.019, 0.006, -0.002], [-0.030, 0.028, -0.006], [-0.017, 0.017, 0.029], [-0.077, 0.038, -0.007], [-0.039, -0.047, -0.005], [-0.005, 0.024, 0.007], [0.008, 0.004, 0.015], [-0.001, 0.006, 0.001], [-0.010, 0.013, -0.007], [-0.046, 0.045, -0.093], [0.034, -0.007, -0.023], [0.026, -0.012, 0.017], [-0.022, 0.053, 0.015], [-0.017, -0.043, 0.003], [-0.029, 0.025, -0.003], [-0.003, -0.038, -0.022], [0.007, -0.049, 0.049], [0.378, -0.337, -0.004], [0.124, -0.096, -0.014], [-0.025, 0.016, 0.026], [-0.004, -0.009, -0.021], [0.089, -0.071, 0.010], [0.082, 0.012, -0.013], [0.040, 0.026, -0.016], [-0.017, 0.016, 0.015], [0.032, 0.016, -0.032], [0.099, 0.016, -0.039], [0.445, 0.374, -0.101], [0.228, 0.970, -1.094], [0.301, -1.394, -1.120], [0.218, 0.159, -0.112], [0.033, -0.043, 0.385], [0.154, 0.326, -0.008], [-0.250, -1.289, -0.334]]}



{"formula": "C25H43BrCrN2P2", "method": "ωB97M-V with the def2-TZVPD basis set", "molar_mass_g_mol": 565.5, "total_charge": 2, "multiplicity": 5, "orbital_gap_ev": [6.04, 5.44], "homo_energy_ev": [-13.48, -13.82], "lumo_energy_ev": [-7.437, -8.376], "symbols": ["N", "C", "C", "C", "C", "C", "C", "Cr", "P", "C", "C", "C", "C", "C", "C", "C", "Br", "H", "H", "H", "H", "H", "H", "H", "H", "H", "H", "P", "C", "C", "H", "H", "H", "H", "H", "C", "C", "H", "H", "H", "H", "H", "C", "C", "H", "H", "H", "H", "H", "C", "C", "H", "H", "H", "H", "H", "C", "C", "H", "H", "H", "H", "H", "C", "C", "H", "H", "H", "H", "H", "N", "H", "H", "H"], "coordinates": [[-5.231, -1.655, 4.489], [-4.402, -0.755, 5.011], [-4.042, 0.422, 4.344], [-4.601, 0.687, 3.079], [-5.524, -0.265, 2.561], [-5.786, -1.419, 3.314], [-4.196, 1.834, 2.310], [0.342, 0.881, -0.909], [3.160, 0.398, -1.104], [-4.259, 1.742, 0.944], [-3.318, 2.335, 0.059], [-3.229, 1.678, -1.200], [-2.035, 1.734, -1.902], [-1.002, 2.347, -1.194], [-1.137, 3.336, -0.219], [-2.348, 3.303, 0.459], [1.235, 2.468, -2.536], [-3.721, 2.654, 2.837], [-4.972, 1.077, 0.491], [-3.357, 1.130, 4.796], [-6.059, -0.085, 1.636], [-3.963, -0.982, 5.980], [-6.454, -2.171, 2.888], [-4.081, 1.103, -1.550], [-2.537, 3.941, 1.323], [-1.880, 1.277, -2.886], [-0.292, 3.990, 0.014], [-0.296, -1.484, -0.258], [3.672, 2.036, -0.403], [4.536, 2.938, -1.264], [4.135, 1.838, 0.575], [2.742, 2.580, -0.171], [4.738, 3.860, -0.708], [5.511, 2.504, -1.505], [4.035, 3.240, -2.188], [3.257, 0.175, -2.977], [4.498, 0.549, -3.776], [2.426, 0.802, -3.370], [2.947, -0.870, -3.172], [4.162, 0.702, -4.818], [4.954, 1.494, -3.434], [5.233, -0.275, -3.787], [4.390, -0.814, -0.502], [5.848, -0.402, -0.652], [4.196, -1.760, -1.035], [4.151, -0.982, 0.558], [6.468, -1.248, -0.328], [6.109, -0.169, -1.696], [6.089, 0.461, -0.015], [0.567, -2.713, 0.822], [2.047, -2.952, 0.537], [0.009, -3.657, 0.671], [0.413, -2.414, 1.875], [2.329, -3.938, 0.940], [2.274, -2.955, -0.540], [2.675, -2.203, 1.037], [-0.245, -2.377, -1.844], [-1.264, -1.881, -2.844], [-0.400, -3.433, -1.597], [0.780, -2.288, -2.229], [-1.103, -2.382, -3.799], [-2.282, -2.105, -2.523], [-1.202, -0.807, -3.022], [-2.034, -1.659, 0.358], [-2.295, -2.273, 1.734], [-2.538, -2.257, -0.413], [-2.476, -0.652, 0.309], [-3.355, -2.558, 1.799], [-1.701, -3.173, 1.921], [-2.101, -1.564, 2.548], [0.494, 0.991, 1.251], [0.954, 0.237, 1.767], [-0.507, 0.960, 1.498], [0.851, 1.874, 1.634]], "forces_ev_per_angstrom": [[0.198, -0.290, 0.605], [0.276, 0.340, -0.473], [-0.473, -0.102, -0.311], [-1.289, -1.161, 0.712], [0.438, 0.004, 1.026], [0.037, 0.890, -1.127], [0.055, -0.271, -1.068], [2.254, -1.265, 0.215], [-0.928, -0.560, -0.895], [-0.281, 1.187, 1.088], [-0.095, -0.033, -0.198], [0.535, 0.583, -0.167], [-0.566, -0.038, -0.098], [0.964, 0.341, -0.573], [-0.829, 0.148, 0.429], [0.507, -0.058, -0.434], [-1.920, 0.838, 0.437], [0.413, -0.148, -0.155], [0.206, -0.514, -0.015], [-0.009, -0.055, 0.031], [0.050, -0.154, 0.091], [-0.196, 0.004, -0.125], [0.070, 0.098, 0.356], [0.176, -0.002, -0.017], [0.120, -0.176, -0.210], [-0.067, 0.071, 0.480], [-0.405, -0.189, 0.117], [0.032, -0.728, -0.028], [-0.293, 0.001, 0.010], [0.476, 0.551, 0.111], [0.082, -0.146, -0.276], [0.251, -0.223, -0.068], [-0.004, -0.100, -0.086], [-0.215, -0.038, -0.005], [0.078, -0.183, 0.099], [-0.741, 0.689, 0.190], [0.321, -0.141, -0.468], [0.834, -0.944, 0.221], [0.257, 0.306, 0.307], [0.363, -0.073, 0.393], [-0.107, -0.606, -0.201], [-0.150, 0.577, 0.059], [-0.295, -0.143, 0.334], [0.310, -0.010, -0.101], [0.013, 0.329, 0.198], [0.251, -0.050, -0.245], [-0.016, 0.318, -0.082], [-0.068, -0.049, 0.449], [-0.006, -0.229, -0.238], [0.140, 0.262, 0.320], [0.176, -0.140, 0.098], [0.072, 0.513, 0.037], [0.085, -0.208, -0.382], [-0.018, 0.362, -0.158], [-0.052, -0.012, 0.384], [-0.234, -0.252, -0.249], [0.189, -0.162, 0.229], [-0.164, -0.189, -0.446], [-0.035, 0.047, -0.199], [-0.181, 0.017, 0.023], [-0.109, 0.091, -0.007], [0.007, 0.029, -0.054], [0.118, 0.029, -0.022], [-0.293, 0.363, -0.447], [-0.021, -0.092, 0.245], [0.037, 0.135, 0.169], [-0.105, -0.264, -0.020], [0.311, 0.133, 0.020], [-0.260, 0.192, -0.055], [0.003, -0.114, -0.121], [-0.601, 0.739, 0.524], [-0.064, 0.181, -0.311], [0.498, 0.054, 0.256], [-0.115, -0.311, -0.124]]}



{"formula": "C3H10OS", "method": "ωB97M-V with the def2-TZVPD basis set", "molar_mass_g_mol": 94.2, "total_charge": 0, "orbital_gap_ev": 9.69, "de_lowest_ev": 1.083, "homo_energy_ev": -8.83, "smiles": "CSC.CO", "lumo_energy_ev": 0.856, "symbols": ["C", "O", "H", "H", "H", "H", "C", "S", "C", "H", "H", "H", "H", "H", "H"], "coordinates": [[-2.265, 0.496, 1.506], [-1.628, 0.055, 0.371], [-1.855, 1.382, 2.048], [-3.202, 0.799, 1.214], [-2.400, -0.294, 2.267], [-0.715, -0.295, 0.587], [0.885, -1.038, -2.018], [1.343, -1.193, -0.181], [1.791, 0.499, 0.251], [1.194, -0.134, -2.558], [-0.174, -1.029, -1.966], [1.186, -1.966, -2.535], [1.951, 0.651, 1.377], [2.771, 0.796, -0.243], [1.119, 1.272, -0.122]], "forces_ev_per_angstrom": [[0.931, -0.103, 2.342], [2.286, -0.601, -0.591], [0.400, -0.470, -0.550], [-2.421, 0.635, -0.677], [0.111, 0.117, -0.208], [-1.394, 0.363, -0.395], [0.390, -0.501, 0.911], [0.110, 0.342, -0.992], [2.010, 1.329, 0.293], [0.408, -0.305, 0.526], [-1.073, 0.067, -0.267], [0.142, 0.617, 0.341], [-0.449, -0.567, -1.633], [-0.901, -0.612, 0.673], [-0.549, -0.308, 0.226]]}